(1)
Formula: C42H41F10N4
Source: the Open Molecules 2025 dataset
Level of theory: ωB97M-V with the def2-TZVPD basis set

Geometry as XYZ:
```
97
Properties=species:S:1:pos:R:3:forces:R:3
N 2.7345 -3.3328 5.3249 -1.1371 0.9632 -1.1373
C 1.7122 -3.2417 4.1720 1.7232 -0.7330 -0.0151
C 2.6232 -2.8289 2.8397 -1.5777 -1.5239 -0.3348
N 3.0617 -1.3814 2.8307 -2.0194 1.6821 1.6670
C 2.1314 -0.5629 3.7009 -0.9568 -0.3065 -1.0333
N 2.4932 0.4281 4.5804 -0.8493 -2.6232 -2.1845
N 0.6359 -0.9333 3.6107 2.7072 -0.0684 1.0433
C 0.5408 -2.1627 4.5391 0.5437 -0.3743 1.3318
C -0.9726 -2.7679 4.6738 -2.0540 0.3849 1.7365
F -1.5465 -2.2423 5.9691 1.8181 -1.6271 -3.7266
F -1.0695 -4.2410 4.7632 0.6923 4.5964 -0.6373
C -2.0232 -2.2871 3.5024 -2.8190 -0.7091 0.7533
F -2.3826 -0.8446 3.6009 1.8010 -4.6571 0.2297
F -3.2997 -3.0480 3.7633 3.8482 2.4287 -0.7678
H 3.4800 -2.6192 5.1685 -0.9057 -0.7858 0.6125
H 2.2626 -3.2329 6.2500 0.7665 -0.0899 -0.9958
H 1.3572 -4.3383 3.9827 0.2106 2.2382 0.3298
H 1.9953 -3.0215 1.8623 1.1400 0.1613 1.9230
H 3.5607 -3.5320 2.7996 -1.8034 1.5212 0.2225
H 3.0243 -1.0720 1.8135 0.4627 0.2423 1.7067
H 1.7296 1.0361 4.9710 1.0341 -1.0069 -0.3820
H 3.4879 0.5307 4.8995 -1.3044 0.0135 -0.7671
H 0.3835 -1.1851 2.6307 0.7406 0.1744 0.8672
H 0.8182 -1.7283 5.6171 -0.9041 -1.1566 -2.3321
H -1.6820 -2.6167 2.4236 -0.7806 1.0972 2.1078
F -1.4492 1.2640 -1.6469 0.3867 0.0563 -0.1189
C -2.4666 1.2566 -0.7754 -1.0166 0.0469 0.8154
C -2.3597 0.5132 0.3949 -0.0511 0.0878 -0.0530
C -3.4167 0.5093 1.3050 -0.3059 0.2318 -0.2776
C -4.5743 1.2412 1.0292 0.0940 -0.0007 -0.0759
C -4.6740 1.9802 -0.1506 0.2950 -0.2361 0.1809
C -3.6125 1.9928 -1.0551 0.0909 -0.0455 -0.0759
H -1.4562 -0.0558 0.5882 0.0102 0.0459 -0.0755
H -3.3399 -0.0625 2.2264 -0.2198 0.3906 -0.6454
H -5.4003 1.2343 1.7372 0.1696 -0.0056 -0.1461
H -5.5777 2.5457 -0.3650 0.2070 -0.0857 0.0059
H -3.6696 2.5689 -1.9726 0.0366 -0.0703 0.0844
F 1.2997 -5.2051 7.9870 0.2727 0.5263 0.0134
C 0.6164 -6.3434 7.8080 -0.7578 -1.3281 -0.1777
C -0.4000 -6.3894 6.8601 0.1174 0.1269 0.0256
C -1.1083 -7.5759 6.6698 0.3130 -0.1338 0.3478
C -0.7991 -8.7011 7.4380 -0.0106 0.0658 -0.0465
C 0.2194 -8.6434 8.3905 -0.1588 0.2830 -0.2840
C 0.9349 -7.4602 8.5726 0.0713 0.1295 0.0207
H -0.6316 -5.5031 6.2786 0.0725 -0.2737 0.2790
H -1.8996 -7.6245 5.9259 0.1350 0.0514 0.1442
H -1.3548 -9.6250 7.2924 0.1147 0.1887 0.0377
H 0.4555 -9.5192 8.9901 -0.0114 0.1947 -0.1099
H 1.7356 -7.4004 9.3023 -0.0831 0.0309 -0.0635
F -1.8665 -2.4299 -4.7585 0.0189 -0.2455 0.1102
C -1.8721 -1.1692 -5.2115 -0.0147 1.1065 -0.4289
C -1.9740 -0.9337 -6.5782 0.0045 -0.0905 -0.0056
C -1.9851 0.3789 -7.0499 0.0606 0.0378 0.4662
C -1.8830 1.4422 -6.1495 0.0050 -0.0560 -0.0404
C -1.7760 1.1954 -4.7800 -0.0345 -0.2219 -0.3488
C -1.7763 -0.1168 -4.3078 0.0154 -0.1689 0.0471
H -2.0440 -1.7724 -7.2632 -0.0108 0.0595 0.1005
H -2.0722 0.5738 -8.1159 0.0180 -0.0811 0.1915
H -1.8872 2.4657 -6.5183 -0.0209 -0.1791 0.1014
H -1.6925 2.0245 -4.0815 -0.0065 -0.1691 -0.1038
H -1.7029 -0.3265 -3.2458 -0.0022 -0.0194 -0.1976
F -0.7013 7.7489 -0.4399 0.0998 0.1061 0.1344
C -1.2849 6.8996 -1.2959 -0.4964 -0.6013 -0.7037
C -2.3552 7.3354 -2.0693 0.0539 0.0602 0.0480
C -2.9598 6.4530 -2.9645 0.3236 -0.3262 0.2090
C -2.4938 5.1400 -3.0684 -0.0764 0.0949 0.1812
C -1.4221 4.7107 -2.2842 -0.2635 0.3938 0.0167
C -0.8106 5.5965 -1.3973 0.0155 -0.0143 0.0168
H -2.7089 8.3563 -1.9689 0.0800 -0.0954 0.0106
H -3.7923 6.7861 -3.5792 0.1580 -0.0273 0.1374
H -2.9685 4.4508 -3.7635 0.1041 0.1359 0.0772
H -1.0637 3.6872 -2.3638 0.0005 0.1893 0.0253
H 0.0292 5.2821 -0.7866 -0.0741 0.0654 -0.0181
F -0.5321 4.8299 -5.1243 -0.1395 -0.0199 -0.0789
C 0.7353 4.6988 -5.5381 1.0427 -0.1245 -0.3697
C 1.7655 5.2196 -4.7628 -0.0655 -0.0073 0.0991
C 3.0856 5.0789 -5.1907 -0.2532 -0.2357 -0.3357
C 3.3602 4.4279 -6.3958 0.0022 -0.0002 0.0601
C 2.3189 3.9130 -7.1695 0.0105 0.1767 0.3640
C 0.9999 4.0440 -6.7358 -0.0675 0.0036 0.0304
H 1.5325 5.7295 -3.8337 -0.0504 -0.0386 -0.0887
H 3.8987 5.4757 -4.5879 -0.1727 -0.0279 -0.1000
H 4.3897 4.3223 -6.7314 -0.2066 0.0274 0.0528
H 2.5348 3.4103 -8.1092 -0.0768 0.0877 0.1791
H 0.1790 3.6420 -7.3203 0.0673 0.0711 0.0670
F 4.5396 -0.6814 0.0079 0.2503 -0.1781 0.8146
C 3.8860 -0.4401 -1.1363 -0.8430 0.3601 -1.5699
C 3.2745 -1.4918 -1.8098 0.0157 0.0080 0.1903
C 2.5895 -1.2402 -2.9985 0.1067 0.4262 0.0883
C 2.5328 0.0600 -3.5065 0.0037 -0.0751 0.0325
C 3.1541 1.1081 -2.8257 -0.0681 -0.3869 0.0673
C 3.8294 0.8580 -1.6314 0.0541 -0.0426 0.1577
H 3.3362 -2.4964 -1.4044 0.0510 0.0524 -0.0440
H 2.1014 -2.0543 -3.5286 0.1149 0.1318 0.1143
H 2.0022 0.2550 -4.4360 0.0945 -0.0276 0.1869
H 3.1121 2.1185 -3.2252 0.0096 -0.1650 0.0848
H 4.3103 1.6623 -1.0847 0.0137 -0.0877 -0.0517
```
Forces are in eV/Å.

Calculated values
HOMO-LUMO gap (eV): 5.4054
Lowest unoccupied orbital energy (Eh): -0.1936
F_max (eV Å⁻¹): 4.999
Electronic energy (Eh): -2842.29165
Total charge: +1
Molecular weight (g mol⁻¹): 791.798
HOMO level (eV): -10.67



(2)
Formula: C5H13NO
Source: the Open Molecules 2025 dataset
Level of theory: ωB97M-V with the def2-TZVPD basis set

Geometry as XYZ:
```
20
Properties=species:S:1:pos:R:3:forces:R:3
C 2.7889 0.0774 -0.2065 -0.0434 -0.5668 -0.0272
C 1.6102 0.0157 0.7493 -0.7764 -0.6151 -0.0738
N 0.4393 0.6341 0.1365 -0.3552 -0.5902 -0.2989
C -0.8669 -0.0240 0.2828 0.6263 0.1545 -0.8139
C -0.8901 -1.3165 -0.5281 -0.7170 0.3596 0.9031
C -1.8705 0.9871 -0.2668 0.0834 0.0694 0.5143
O -3.1995 0.5362 -0.4036 -0.2573 -0.2843 -0.1206
H 2.8569 1.0623 -0.6449 0.3004 0.2767 -0.0717
H 3.7379 -0.2521 0.2220 -0.0365 0.3051 0.2147
H 2.5808 -0.6390 -1.0079 -0.0212 0.2743 -0.1051
H 1.3520 -1.0409 0.8619 0.1044 0.0204 0.2478
H 1.7704 0.3933 1.7620 0.4065 0.1669 -0.0230
H 0.3514 1.6042 0.3476 0.1493 0.6497 0.2742
H -1.0875 -0.2615 1.3293 -0.2170 0.0607 0.2178
H -0.3886 -2.0833 0.0385 0.3789 -0.4646 -0.1202
H -1.9307 -1.6312 -0.6327 0.0888 -0.1036 -0.2198
H -0.4387 -1.1472 -1.4886 0.1836 -0.0766 -0.4458
H -1.5341 1.3084 -1.2519 -0.0391 -0.0563 -0.0637
H -1.8412 1.8546 0.4005 -0.0494 0.2151 -0.0174
H -3.4397 -0.0775 0.3006 0.1910 0.2052 0.0292
```
Forces are in eV/Å.

Calculated values
HOMO-LUMO gap (eV): 9.7412
Lowest unoccupied orbital energy (Eh): 0.0343
F_max (eV Å⁻¹): 1.208
Electronic energy (Eh): -328.27592
Molecular weight (g mol⁻¹): 103.165
HOMO level (eV): -8.81
SMILES: CCN[C@H](C)CO
Energy relative to the best compared isomer or geometry (same formula, charge and spin) (kcal/mol): 26.94



(3)
Formula: C4H4S2
Source: the Open Molecules 2025 dataset
Level of theory: ωB97M-V with the def2-TZVPD basis set

Geometry as XYZ:
```
10
Properties=species:S:1:pos:R:3:forces:R:3
C 0.7751 0.2429 -0.0431 -0.1145 -0.8908 -0.5135
C 1.7017 1.0299 -0.4544 0.8629 0.9415 -0.1371
C -0.4780 -0.2325 -0.7742 -2.3498 0.8008 -0.9587
C -1.0615 -0.9546 0.5030 -2.4842 0.5306 0.7158
S 3.4267 3.2436 0.6182 -0.2291 -0.2949 -0.1413
S 0.4729 -0.6862 1.4031 0.9012 -0.7155 0.6885
H -1.0713 0.7107 -1.1624 0.9097 -2.1081 0.7710
H -0.4156 -0.9937 -1.6262 0.5865 1.2781 1.1980
H -1.8123 -0.3848 1.1665 0.6899 -0.5492 -1.7182
H -1.5378 -1.9753 0.3695 1.2275 1.0075 0.0953
```
Forces are in eV/Å.

Calculated values
HOMO-LUMO gap (spin up / spin down) (eV): 6.7698 / 6.7830
Lowest unoccupied orbital energy (spin up / spin down) (Eh): -0.0767 / -0.0777
F_max (eV Å⁻¹): 2.661
Electronic energy (Eh): -950.89478
Molecular weight (g mol⁻¹): 116.210
HOMO level (spin up / spin down) (eV): -8.86 / -8.90
Energy relative to the best compared isomer or geometry (same formula, charge and spin) (kcal/mol): 174.27



(4)
Formula: C2H9O2
Source: the Open Molecules 2025 dataset
Level of theory: ωB97M-V with the def2-TZVPD basis set

Geometry as XYZ:
```
13
Properties=species:S:1:pos:R:3:forces:R:3
O -0.9587 -1.8268 0.3087 0.4317 0.6224 -0.4286
H 0.5452 -0.5734 -1.2173 0.1309 -0.0362 -0.0085
H -0.3315 -2.5539 0.3795 -0.5759 -0.3638 0.1977
H -1.8663 -2.1274 0.4247 0.2369 -0.4276 -0.0235
C -0.1226 1.1357 -0.1547 0.4985 -1.2107 0.3043
O 0.6128 0.3948 -1.2899 -0.5824 0.2021 -0.2640
C 0.4503 0.6940 1.1620 0.3485 0.7548 0.1181
H -1.0864 0.6836 -0.2923 -0.6695 0.5231 -0.1308
H -0.0298 2.1835 -0.4090 -0.0701 -0.0160 -0.1174
H 1.4305 0.7575 -1.6529 0.3103 -0.1439 0.0849
H 0.2154 1.5067 1.8522 0.0956 -0.1917 0.2687
H 1.5377 0.5885 1.1261 -0.0339 0.2322 0.0265
H 0.0231 -0.2380 1.5081 -0.1207 0.0553 -0.0275
```
Forces are in eV/Å.

Calculated values
HOMO-LUMO gap (eV): 12.1483
Lowest unoccupied orbital energy (Eh): -0.1471
F_max (eV Å⁻¹): 1.344
Electronic energy (Eh): -231.77383
Total charge: +1
Molecular weight (g mol⁻¹): 65.092
HOMO level (eV): -16.15
Energy relative to the best compared isomer or geometry (same formula, charge and spin) (kcal/mol): 16.13



(5)
Formula: C14H16AlClN3
Source: the Open Molecules 2025 dataset
Level of theory: ωB97M-V with the def2-TZVPD basis set

Geometry as XYZ:
```
35
Properties=species:S:1:pos:R:3:forces:R:3
C 4.1294 0.7929 0.7544 -0.6583 -1.2837 -0.0542
C 4.6603 -0.3355 -0.2020 0.5031 0.9477 -0.0791
N 5.5910 -0.1932 -1.0055 -1.2699 0.4052 0.8149
C 3.8587 -1.7374 -0.1005 -1.6969 -0.2009 0.3547
C 2.4071 -1.4000 -0.2642 1.5060 -0.5100 -0.0428
C 1.9287 -1.0505 -1.6319 0.1680 0.1556 -0.5686
N 0.7098 -0.7064 -1.9363 1.0331 -0.6421 1.7114
C -0.1090 -0.6983 -0.8050 -1.9501 0.6383 0.0909
C -1.4289 -0.3030 -0.9660 0.2502 0.0812 0.1664
C -2.4176 -0.2307 0.1512 0.1544 0.3882 -0.0542
C -3.7993 0.2617 -0.1850 0.8770 -0.5826 -0.2751
C -3.6391 1.8298 -0.2826 -1.1762 0.9241 -0.6682
C -4.9829 2.5956 -0.1445 0.1487 -0.2997 0.8471
Cl -2.5302 2.3804 1.0590 0.1919 -0.5230 -0.4631
C -1.9706 -0.6449 1.5003 0.7655 -0.0471 -0.4679
C -0.6700 -1.0413 1.6863 -0.9021 -0.0264 -0.2704
C 0.3232 -1.0788 0.5467 0.2132 1.0673 0.9260
N 1.5850 -1.4350 0.8355 -0.7188 0.7526 -1.5246
H 3.5497 0.2924 1.5614 0.5978 0.3926 -0.1955
H 4.9675 1.3818 1.1583 -0.4888 -0.1402 -0.2162
H 3.3942 1.3926 0.1788 0.6508 -0.0447 0.1513
H 5.9408 0.7758 -0.9086 0.7944 -0.4458 -0.5014
H 4.0747 -2.1684 0.8958 -0.1774 0.3412 -0.4109
H 4.1816 -2.4388 -0.8945 0.1677 0.7313 0.0801
H 2.6696 -1.0753 -2.4526 -0.3456 -0.0219 0.5067
H -1.7615 -0.0265 -1.9828 0.1693 -0.1392 0.5988
H -4.5807 -0.0603 0.5243 0.4778 0.3076 -0.1179
H -4.0410 -0.0808 -1.2166 -0.0786 0.1559 0.6114
H -3.1945 2.1079 -1.2582 0.2187 -0.3469 0.7333
H -5.8338 1.9904 -0.5136 0.4347 0.4071 0.0142
H -4.9624 3.5846 -0.6438 0.1480 -0.6798 0.0746
H -5.1366 2.7763 0.9414 -0.1767 -0.1611 -0.6605
H -2.6594 -0.6103 2.3573 0.2343 0.0520 -0.5528
H -0.3774 -1.3209 2.7148 0.3236 0.1668 -0.7260
Al 0.1236 -3.5259 0.5288 -0.3888 -1.8198 0.1676
```
Forces are in eV/Å.

Calculated values
HOMO-LUMO gap (eV): 3.6265
Lowest unoccupied orbital energy (Eh): -0.5768
F_max (eV Å⁻¹): 2.100
Electronic energy (Eh): -1408.66136
Total charge: +3
Molecular weight (g mol⁻¹): 288.738
HOMO level (eV): -19.32



(6)
Formula: C17H21I2NO2
Source: the Open Molecules 2025 dataset
Level of theory: ωB97M-V with the def2-TZVPD basis set

Geometry as XYZ:
```
43
Properties=species:S:1:pos:R:3:forces:R:3
C 5.3057 -1.7970 0.7195 1.2211 -0.4861 0.2091
C 6.0425 -0.8560 -0.4025 -0.2403 -0.4991 -0.2074
C 5.0305 -0.0385 -1.4000 -0.1796 0.2061 0.1783
C 3.4668 0.0204 -0.9107 0.1758 1.4953 -0.8294
C 3.2955 1.1837 0.2587 -1.0133 -0.3759 -0.0879
C 1.8495 1.9515 0.0168 -0.2757 -0.8496 0.9338
C 0.7172 1.0302 0.8114 0.5598 1.4067 -0.6891
C -0.7732 1.5417 0.2888 0.1300 -0.7741 0.8345
C -1.5775 0.2296 -0.2765 -1.0887 0.0870 -1.0656
C -3.0367 -0.0457 0.4184 -3.3414 -0.6609 0.7449
C -3.3174 -0.1702 2.0484 -3.6600 -0.5926 -3.1765
I -1.7016 0.0248 3.5106 -1.5297 -0.2473 -1.3979
C -4.8731 -0.4840 2.5764 0.4439 0.1886 -4.1758
I -5.2977 -0.6407 4.7499 0.3852 0.1387 -2.2445
C -6.1431 -0.6935 1.5235 3.4199 0.7159 -1.6280
C -5.8694 -0.5887 -0.0896 3.0160 0.7384 3.2628
C -4.3348 -0.2598 -0.5635 -1.7200 -0.4563 1.8948
C -4.5051 -0.2537 -2.1940 3.0406 2.1908 -2.9580
O -3.7414 0.2418 -3.1745 -4.5990 -3.2682 6.5450
N -5.8255 -0.9232 -2.5413 -0.1866 0.2212 1.7593
C -6.8460 -0.7597 -1.3956 -3.5395 0.5259 0.5765
O -8.1768 -0.7384 -1.5069 9.0485 -0.3300 0.7413
H 6.1318 -2.5658 1.1069 -1.7998 1.6473 -0.7396
H 4.4255 -2.4621 0.3039 1.7024 1.6113 0.8675
H 5.0129 -1.1424 1.6469 0.1773 -1.3737 -1.8741
H 6.7018 -1.5611 -1.0903 -1.1591 1.5954 1.5820
H 6.7180 -0.0903 0.1725 -1.1441 -1.5951 -1.1845
H 5.0618 -0.5056 -2.4726 0.0267 0.8851 2.0226
H 5.4284 1.0854 -1.4560 -0.9897 -2.4629 -0.1245
H 2.8423 0.4172 -1.8476 1.3531 -0.9190 1.9434
H 2.9926 -1.0115 -0.6277 1.1441 1.9916 -0.3541
H 4.1894 1.9450 0.2933 -1.6783 -1.6331 -0.2634
H 3.2168 0.6383 1.3036 0.3148 1.2652 -1.9698
H 1.8238 3.0541 0.4166 0.1354 -2.1325 -0.6507
H 1.5117 1.9777 -1.1043 0.9816 -0.0723 1.9959
H 0.9588 -0.0814 0.5369 -0.7753 2.0366 0.4478
H 0.8750 1.1420 1.9681 -0.4344 -0.1284 -2.2500
H -1.3963 2.0552 1.1601 1.4003 -1.1503 -1.8241
H -0.6513 2.3473 -0.5622 -0.2360 -1.7837 1.6761
H -1.7842 0.4415 -1.4331 0.1280 -0.6673 2.5563
H -0.9490 -0.7745 -0.2587 -1.2640 2.1820 0.3095
H -7.2127 -0.9464 1.9261 2.4043 0.6026 -0.7580
H -5.5859 -1.9370 -2.4498 -0.3544 0.7268 -0.6286
```
Forces are in eV/Å.

Calculated values
HOMO-LUMO gap (eV): 7.3970
Lowest unoccupied orbital energy (Eh): -0.0642
F_max (eV Å⁻¹): 9.085
Electronic energy (Eh): -1460.49435
Molecular weight (g mol⁻¹): 525.168
HOMO level (eV): -9.14
SMILES: CCCCCCCCCc1c(I)c(I)cc2c1C(=O)NC2=O